Here is a cluster of 2 separate species, C5H12NO2 in total from the OMol25 dataset. Energies are from ωB97M-V/def2-TZVPD.

E_HOMO (eV): -4.1
Energy above the lowest of the compared OMol25 structures with the same formula, charge and spin (kcal per mole): 1.62

Geometry as ORCA input:
```
! wB97M-V def2-TZVPD RIJCOSX def2/J DEFGRID3
* xyz -1 1
N 2.342 1.962 -0.026
C 1.281 1.200 -0.613
O 0.257 1.856 -0.916
O 1.482 -0.028 -0.716
H 3.261 1.565 -0.114
H 2.268 2.941 -0.253
C -0.765 -2.659 -0.590
C -1.148 -1.892 0.660
C -1.671 -0.491 0.368
C -1.452 0.472 1.530
H -1.601 -2.762 -1.281
H -0.363 -3.642 -0.366
H -0.015 -2.081 -1.130
H -0.249 -1.794 1.283
H -1.857 -2.443 1.292
H -2.730 -0.532 0.104
H -1.153 -0.103 -0.504
H -1.426 -0.058 2.485
H -2.205 1.252 1.597
H -0.494 0.963 1.378
*
```


Here is a cluster of 2 separate species, C5H12NO2 in total from the OMol25 dataset. Energies are from ωB97M-V/def2-TZVPD.

E_HOMO (eV): -3.6
Energy above the lowest of the compared OMol25 structures with the same formula, charge and spin (kcal per mole): 49.19

Geometry as ORCA input:
```
! wB97M-V def2-TZVPD RIJCOSX def2/J DEFGRID3
* xyz -1 1
N -0.164 -1.498 0.988
C 0.306 -1.878 -0.353
C 1.590 -1.062 -0.576
C 1.295 0.278 0.116
C 0.151 -0.057 1.111
C -1.153 0.763 0.728
O -0.912 2.020 0.286
H 0.345 -2.053 1.664
H 0.494 -2.955 -0.398
H -0.452 -1.629 -1.094
H 2.454 -1.521 -0.089
H 1.792 -1.029 -1.651
H 2.172 0.678 0.621
H 0.900 1.019 -0.578
H 0.405 0.146 2.153
H -1.689 0.132 -0.015
H -1.771 0.681 1.648
H -1.434 2.249 -0.906
H -2.543 3.142 -1.734
O -1.786 2.573 -1.922
*
```


Here is a cluster of 2 separate species, C5H12NO2 in total from the OMol25 dataset. Energies are from ωB97M-V/def2-TZVPD.

E_HOMO (eV): -3.8
Energy above the lowest of the compared OMol25 structures with the same formula, charge and spin (kcal per mole): 211.91

Geometry as ORCA input:
```
! wB97M-V def2-TZVPD RIJCOSX def2/J DEFGRID3
* xyz -1 1
C 0.205 -1.257 0.170
N 1.261 -0.869 1.026
C 2.591 -0.707 0.247
O 2.558 0.291 -0.636
C -0.356 -0.159 -0.742
C -1.464 0.599 -0.064
C -1.356 2.116 -0.293
O -2.610 -2.018 0.611
H -0.794 -1.559 0.753
H 0.562 -2.174 -0.309
H 1.148 0.108 1.302
H 2.807 -1.707 -0.198
H 3.377 -0.557 1.008
H 0.511 0.468 -0.993
H -0.703 -0.621 -1.678
H -2.359 -0.050 -0.197
H -1.603 0.550 1.009
H -1.426 2.375 -1.356
H -0.344 2.412 0.013
H -2.005 2.758 0.326
*
```


Here is the ion C5H12NO2 with charge -1 from the OMol25 dataset. Energies are from ωB97M-V/def2-TZVPD.

E_HOMO (eV): -2.6
Energy above the lowest of the compared OMol25 structures with the same formula, charge and spin (kcal per mole): 127.47
SMILES: C[C@@H](CCO)NC[O-]

Geometry as ORCA input:
```
! wB97M-V def2-TZVPD RIJCOSX def2/J DEFGRID3
* xyz -1 1
C 1.979 -0.417 0.090
C 0.480 -0.116 -0.038
C 0.214 1.111 0.855
C -1.202 1.090 1.576
O -1.210 2.097 2.616
N -0.134 0.014 -1.393
C -0.535 -1.417 -2.078
O 0.261 -2.530 -1.928
H 2.114 -1.527 -0.461
H 2.394 0.212 -0.682
H 2.567 -0.324 1.077
H -0.144 -0.896 0.351
H 1.059 0.785 1.763
H 0.436 2.030 0.438
H -1.923 1.703 1.051
H -1.543 0.122 1.937
H -0.532 1.972 3.408
H 0.418 0.523 -1.968
H -1.558 -1.665 -1.835
H -0.384 -1.081 -3.257
*
```


Here is a cluster of 2 separate species, C5H12NO2 in total from the OMol25 dataset. Energies are from ωB97M-V/def2-TZVPD.

E_HOMO (eV): -3.3
Energy above the lowest of the compared OMol25 structures with the same formula, charge and spin (kcal per mole): 67.26

Geometry as ORCA input:
```
! wB97M-V def2-TZVPD RIJCOSX def2/J DEFGRID3
* xyz -1 1
C 0.145 0.122 1.053
O -0.171 1.020 0.088
C -0.249 0.630 2.433
N 0.068 -0.291 3.536
H -0.326 -0.884 0.881
H 1.236 -0.119 1.144
H 0.415 1.491 2.571
H -1.274 1.022 2.410
H -0.196 0.149 4.404
H -0.485 -1.135 3.487
O 1.507 1.231 -2.236
C 0.312 1.151 -1.986
C -0.531 -0.094 -2.338
C 0.333 -1.340 -2.197
H -0.289 2.065 -1.861
H -0.976 -0.045 -3.338
H -1.296 -0.060 -1.565
H 1.118 -1.308 -2.959
H -0.206 -2.287 -2.280
H 0.864 -1.318 -1.246
*
```


Here is a cluster of 2 separate species, C5H12NO2 in total from the OMol25 dataset. Energies are from ωB97M-V/def2-TZVPD.

E_HOMO (eV): -13.8
Energy above the lowest of the compared OMol25 structures with the same formula, charge and spin (kcal per mole): 38.73

Geometry as ORCA input:
```
! wB97M-V def2-TZVPD RIJCOSX def2/J DEFGRID3
* xyz 1 1
O -0.114 1.279 2.166
C -0.802 0.401 2.602
C -0.885 -1.008 2.031
C -0.041 -1.435 0.803
C 0.558 -0.566 -0.220
C 1.480 -0.836 -1.143
N -0.047 0.798 -0.521
H -1.448 0.462 3.485
H -1.921 -1.284 1.800
H -0.865 -1.783 2.818
H 0.722 -2.104 1.193
H -0.668 -2.201 0.309
H 1.834 -0.125 -1.883
H 2.001 -1.785 -1.141
H -1.054 0.930 -0.445
H 0.050 0.938 -1.540
H 0.453 1.553 -0.061
H -0.491 2.082 -3.677
H 0.906 2.734 -3.357
O 0.332 1.949 -3.218
*
```


Here is a cluster of 2 separate species, C5H12NO2 in total from the OMol25 dataset. Energies are from ωB97M-V/def2-TZVPD.

E_HOMO (eV): -13.8
Energy above the lowest of the compared OMol25 structures with the same formula, charge and spin (kcal per mole): 49.28

Geometry as ORCA input:
```
! wB97M-V def2-TZVPD RIJCOSX def2/J DEFGRID3
* xyz 1 1
O -1.610 -1.506 -0.340
C -1.762 -0.924 -1.390
C -1.411 0.536 -1.540
C -0.923 1.223 -0.227
C 0.623 1.225 -0.125
C 2.273 -0.341 0.476
N 1.096 -0.165 0.047
H -2.026 -1.507 -2.288
H -0.540 0.418 -2.217
H -2.295 1.150 -1.738
H -1.317 2.219 -0.036
H -1.214 0.625 0.643
H 1.082 1.742 -0.990
H 1.004 1.854 0.682
H 2.633 -1.326 0.715
H 2.886 0.485 0.811
H 0.336 -0.798 -0.218
H 0.854 -2.230 2.637
H -0.011 -1.107 2.929
O 0.321 -1.573 2.168
*
```


Here is a cluster of 2 separate species, C5H12NO2 in total from the OMol25 dataset. Energies are from ωB97M-V/def2-TZVPD.

E_HOMO (alpha / beta) (eV): -15.0 / -15.0
Energy above the lowest of the compared OMol25 structures with the same formula, charge and spin (kcal per mole): 142.59

Geometry as ORCA input:
```
! wB97M-V def2-TZVPD RIJCOSX def2/J DEFGRID3
* xyz 1 1
C -0.187 0.029 -0.145
C 3.036 0.018 0.391
C -2.163 1.387 -0.123
C -2.285 -1.088 0.107
C 2.115 0.899 -0.586
N -1.437 0.068 -0.159
O 0.585 -2.041 -0.093
O 0.733 0.873 -0.277
H 4.074 0.357 0.242
H 2.577 0.141 1.497
H 2.967 -0.992 -0.032
H -1.515 2.175 -0.472
H -2.647 1.653 0.799
H -2.920 1.241 -0.914
H -2.951 -1.118 -0.896
H -2.936 -0.986 1.000
H -1.643 -2.098 0.111
H 2.215 0.641 -1.732
H 2.422 2.037 -0.580
H 0.287 -2.235 -0.938
*
```


Here is a cluster of 2 separate species, C5H12NO2 in total from the OMol25 dataset. Energies are from ωB97M-V/def2-TZVPD.

E_HOMO (eV): -14.1
Energy above the lowest of the compared OMol25 structures with the same formula, charge and spin (kcal per mole): 48.06

Geometry as ORCA input:
```
! wB97M-V def2-TZVPD RIJCOSX def2/J DEFGRID3
* xyz 1 1
O -1.517 -2.610 0.426
C -1.057 -1.871 1.280
C -0.109 -0.697 0.960
N -0.033 -0.400 -0.504
C 0.731 0.924 -0.476
C 0.117 1.621 0.709
C -0.253 0.589 1.739
H -1.118 -2.143 2.324
H 0.780 -1.406 1.163
H 0.427 -1.146 -1.119
H -1.083 -0.193 -0.870
H 1.824 0.864 -0.276
H 0.691 1.486 -1.484
H -0.746 2.255 0.725
H 0.840 2.424 1.211
H -1.333 0.795 1.897
H 0.174 0.514 2.771
H 1.039 0.246 -3.492
H 0.193 -0.894 -3.865
O 0.434 -0.359 -3.120
*
```


Here is the ion C5H12NO2 with charge +1 from the OMol25 dataset. Energies are from ωB97M-V/def2-TZVPD.

E_HOMO (eV): -13.8
Energy above the lowest of the compared OMol25 structures with the same formula, charge and spin (kcal per mole): 41.91
SMILES: C[C@H]([NH3+])CCC(=O)O

Geometry as ORCA input:
```
! wB97M-V def2-TZVPD RIJCOSX def2/J DEFGRID3
* xyz 1 1
C -1.626 -0.658 1.957
C -0.173 0.005 1.914
C 0.330 0.200 0.364
C -0.377 -0.608 -0.766
C 0.543 -0.149 -1.926
O 1.207 -1.207 -2.322
O 0.611 0.903 -2.438
N -0.336 1.324 2.436
H -1.626 -1.273 1.059
H -2.450 0.128 1.987
H -1.560 -1.464 2.728
H 0.596 -0.645 2.475
H 1.463 0.130 0.465
H 0.163 1.284 0.115
H -0.363 -1.740 -0.735
H -1.347 -0.163 -0.779
H 1.835 -1.042 -3.147
H -0.036 1.995 1.640
H -1.328 1.592 2.767
H 0.271 1.622 3.192
*
```


Here is a structure of composition C5H12NO3 from the OMol25 dataset. Energies are from ωB97M-V/def2-TZVPD.

E_HOMO (eV): -13.4
Energy above the lowest of the compared OMol25 structures with the same formula, charge and spin (kcal per mole): 67.59

Geometry as ORCA input:
```
! wB97M-V def2-TZVPD RIJCOSX def2/J DEFGRID3
* xyz 1 1
C 1.127 0.998 -0.082
C 2.714 -0.856 0.006
C -2.922 0.537 -0.067
C 2.338 0.480 0.612
C -0.468 -0.284 0.001
N -1.566 0.632 -0.688
O 0.749 2.054 -0.511
O -0.388 -1.302 -0.839
O -0.746 -0.336 1.283
H 1.895 -1.559 0.226
H 2.867 -0.751 -1.101
H 3.745 -1.159 0.437
H -3.500 1.139 -0.794
H -3.127 -0.551 -0.213
H -2.990 0.834 1.029
H 3.211 1.205 0.559
H 2.052 0.234 1.615
H -1.151 1.585 -0.593
H -1.457 0.340 -1.632
H -1.147 -1.990 -0.667
H -1.235 -1.251 1.418
*
```


Here is a cluster of 2 separate species, C5H12NO3P in total from the OMol25 dataset. Energies are from ωB97M-V/def2-TZVPD.

E_HOMO (eV): -9.6
Energy above the lowest of the compared OMol25 structures with the same formula, charge and spin (kcal per mole): 72.82
SMILES: CO[PH](=O)OC.C[C@H]1C=N1

Geometry as ORCA input:
```
! wB97M-V def2-TZVPD RIJCOSX def2/J DEFGRID3
* xyz 0 1
C 0.476 2.376 0.873
C 0.699 1.829 -0.527
C -0.114 1.996 -1.785
C -2.052 -2.932 0.710
C 1.810 -2.117 1.025
N 0.071 1.237 0.769
O 0.773 -2.427 -1.967
O -1.495 -2.792 -0.659
O 0.558 -2.590 0.746
P -0.016 -2.147 -0.738
H -0.177 -0.578 -0.474
H 0.583 3.290 1.402
H 1.782 1.514 -0.538
H 0.279 1.377 -2.636
H -0.056 2.970 -2.203
H -1.068 1.589 -1.499
H -1.565 -3.825 1.029
H -3.134 -3.055 0.635
H -1.869 -1.986 1.319
H 1.604 -1.200 1.586
H 2.198 -1.593 0.103
H 2.446 -2.774 1.555
*
```


Record order is preserved below.
Max |F|: 0.6, 0.8, 1.8, 6.1, 1.1, 2.3, 2.7, 5.8, 5.2, 4.5, 5.9, 4.4 eV/Å
Record order is preserved below.
E: -10966.91997, -10964.85696, -10957.80104, -10961.46245, -10964.07325, -10956.93964, -10956.48250, -10952.43604, -10956.53540, -10956.80208, -13003.12889, -22298.58166 eV